DFT (ωB97M-V/def2-TZVPD) results for one molecule with the formula C8H7O4P in a non-equilibrium geometry.

```
! RIJCOSX wB97M-V def2-TZVPD def2/J DEFGRID3
* xyz 0 1
C -2.505 -1.383 -0.495
C -2.854 -0.038 -0.257
C -1.240 -1.812 -0.174
C -1.921 0.908 -0.030
C -0.229 -0.833 -0.011
C -0.549 0.531 -0.040
C 1.129 -1.274 0.242
C 3.435 -0.628 -0.081
O 1.372 -2.417 0.476
O 1.666 2.303 -0.531
O 2.100 -0.281 0.092
O 4.167 0.402 -0.349
P 0.706 1.712 0.395
H -3.401 -1.946 -0.653
H -3.823 0.338 -0.275
H -0.841 -2.894 -0.139
H -2.116 1.885 0.170
H 3.670 1.341 -0.495
H -0.147 2.830 0.602
H 1.382 1.256 1.555
*
```

Calculated values
LUMO in eV: -0.78

Atomic partial charges in e from the Löwdin method, atoms 1 to 8: number 1, C, carries -0.035; number 2, C, carries -0.063; number 3, C, carries 0.015; number 4, C, carries -0.069; number 5, C, carries -0.142; number 6, C, carries -0.243; number 7, C, carries -0.434; number 8, C, carries -0.068

DFT (ωB97M-V/def2-TZVPD) results for C5H7AgO4 as an isolated structure in a non-equilibrium geometry.

```
! RIJCOSX wB97M-V def2-TZVPD def2/J DEFGRID3
* xyz 1 2
H -1.442 0.468 1.976
Ag -2.747 -1.522 -0.227
O -2.422 -1.318 1.658
O -0.159 -1.096 2.100
C 0.626 -1.706 1.091
C 0.491 -0.741 -0.073
O -1.050 -0.440 0.106
C -1.335 -0.546 1.551
H 1.629 -1.897 1.485
H 0.238 -2.706 0.838
H 0.502 -1.188 -1.071
H 0.903 0.270 0.029
H 3.067 0.952 0.200
O 4.884 -1.475 -0.613
C 3.323 -0.009 0.649
C 4.202 -0.768 -0.004
H 3.274 -0.141 1.733
*
```

Calculated values
Expectation value of S²: 0.76
LUMO (alpha / beta) in eV: -5.60 / -7.86

Atomic partial charges in e from the Löwdin method, atoms 1 to 8: number 1, H, carries 0.185; number 2, Ag, carries 1.132; number 3, O, carries -0.055; number 4, O, carries -0.013; number 5, C, carries -0.157; number 6, C, carries 0.001; number 7, O, carries -0.204; number 8, C, carries -0.510

Table of energy above the lowest of the compared OMol25 structures with the same formula, charge and spin (eV), in record order: 3.2315; 2.1674